Record 1
{"formula": "C19H46B2NO27", "method": "ωB97M-V/def2-TZVPD", "homo_lumo_gap_ev": 8.43, "charge": -1, "symbols": ["H", "H", "C", "C", "O", "C", "N", "H", "H", "C", "O", "H", "H", "H", "O", "O", "O", "H", "O", "O", "H", "C", "H", "H", "O", "O", "O", "O", "O", "O", "C", "H", "H", "H", "H", "C", "H", "H", "O", "H", "H", "O", "H", "H", "C", "C", "H", "C", "H", "O", "H", "C", "H", "H", "C", "H", "O", "B", "H", "C", "O", "H", "B", "H", "O", "H", "C", "O", "H", "H", "C", "H", "H", "H", "H", "O", "O", "O", "H", "H", "O", "C", "H", "H", "H", "H", "C", "O", "H", "H", "C", "C", "O", "O", "H"], "xyz": [[-22.462, -33.560, -0.923], [-20.858, -38.100, -2.185], [-25.058, -34.034, 0.515], [-22.877, -30.982, -0.329], [-26.864, -32.819, 0.797], [-22.976, -31.736, -1.656], [-22.177, -33.887, -2.910], [-20.686, -33.711, -4.472], [-21.142, -35.708, -3.626], [-24.896, -37.550, -0.955], [-28.768, -38.741, 1.420], [-24.199, -34.559, -2.755], [-23.298, -31.686, 0.257], [-21.955, -35.540, -0.583], [-26.934, -36.898, -1.247], [-24.312, -34.962, 0.772], [-25.580, -34.085, -0.673], [-29.095, -38.657, -6.165], [-29.706, -39.315, -6.266], [-27.039, -38.157, -5.554], [-20.905, -37.927, -0.509], [-23.844, -33.370, -4.481], [-24.456, -34.004, -5.217], [-27.352, -40.289, -4.182], [-23.988, -37.890, -0.221], [-29.786, -36.402, -0.843], [-26.984, -36.747, 3.212], [-29.115, -35.693, 1.929], [-26.458, -38.432, -8.151], [-26.827, -35.252, -5.271], [-21.303, -35.105, -2.636], [-22.785, -37.305, 1.490], [-23.363, -35.200, -4.027], [-29.649, -36.025, 0.058], [-24.181, -32.009, -1.815], [-22.099, -33.052, -1.618], [-29.317, -39.872, -6.999], [-24.440, -36.130, -7.358], [-29.625, -33.554, -2.469], [-21.919, -30.930, -0.092], [-20.231, -34.960, -2.129], [-27.915, -40.903, -4.656], [-22.617, -31.762, -5.298], [-22.609, -36.690, -2.022], [-20.809, -37.362, -1.438], [-23.281, -29.568, -0.357], [-22.874, -31.115, -2.512], [-27.667, -32.104, -2.195], [-21.229, -32.134, -3.627], [-22.507, -36.918, 2.279], [-28.185, -39.285, 1.767], [-26.574, -36.095, -4.428], [-28.181, -38.145, 1.175], [-26.162, -36.595, 3.538], [-21.474, -33.194, -3.966], [-28.520, -35.549, -6.105], [-29.351, -36.089, -6.223], [-26.805, -33.277, -0.650], [-21.573, -36.675, 2.089], [-26.122, -37.085, -0.316], [-24.837, -35.732, -8.049], [-28.342, -35.996, 2.345], [-26.231, -37.053, -2.489], [-26.138, -37.427, -8.418], [-24.853, -37.499, -2.169], [-23.048, -28.969, -1.187], [-25.789, -33.249, 1.380], [-26.866, -38.035, -3.420], [-24.484, -29.509, -0.675], [-22.982, -40.805, -0.026], [-23.524, -34.301, -3.379], [-28.967, -36.680, -0.999], [-28.303, -40.583, -5.345], [-21.061, -32.748, -1.403], [-29.850, -36.273, 2.280], [-22.674, -40.312, -0.820], [-27.573, -31.563, -3.340], [-25.473, -32.932, 2.504], [-23.049, -39.313, -0.894], [-19.773, -36.700, -1.414], [-26.107, -35.866, -3.378], [-22.554, -32.729, -5.068], [-22.357, -33.257, -5.904], [-25.536, -35.298, -7.809], [-29.671, -36.158, -5.331], [-26.535, -38.563, -7.151], [-21.771, -36.121, -1.597], [-26.466, -37.293, 0.853], [-23.416, -28.958, 0.654], [-24.533, -32.481, -4.201], [-28.473, -33.297, -2.019], [-26.939, -37.424, -4.538], [-28.031, -33.994, -1.110], [-26.678, -32.094, -1.464], [-26.808, -36.840, 2.360]]}

Record 2
{"formula": "C48H39BrN3OP2W", "method": "ωB97M-V/def2-TZVPD", "homo_lumo_gap_ev": [5.23, 5.11], "multiplicity": 3, "charge": 3, "symbols": ["H", "H", "H", "C", "H", "H", "C", "H", "C", "C", "C", "H", "H", "H", "C", "H", "H", "C", "H", "C", "H", "C", "C", "C", "H", "H", "H", "Br", "C", "H", "H", "C", "C", "H", "H", "C", "H", "C", "C", "P", "C", "C", "C", "C", "H", "C", "H", "C", "C", "C", "N", "C", "C", "H", "C", "H", "C", "C", "H", "C", "C", "C", "H", "O", "C", "H", "W", "C", "P", "H", "H", "H", "C", "C", "C", "H", "C", "H", "H", "C", "C", "C", "H", "N", "H", "C", "H", "C", "H", "C", "N", "C", "C", "H", "C"], "xyz": [[1.945, 4.410, -2.327], [-1.997, 2.121, 3.256], [-4.779, 5.183, -4.405], [-3.255, 4.465, -1.470], [-4.698, 2.375, -1.110], [-4.699, -0.605, 1.305], [-5.052, 6.275, -2.577], [-0.972, -1.396, -3.967], [-4.699, 6.375, -1.240], [2.030, 3.493, -2.900], [0.173, -1.753, 2.374], [-0.883, -5.205, -0.785], [0.120, -3.862, 2.774], [-1.396, -3.717, -4.756], [-4.290, -0.155, 2.199], [-5.750, 6.980, -3.008], [-3.498, 5.583, 0.353], [-3.512, -0.814, -1.025], [1.185, -1.430, 6.108], [-0.369, -2.856, 0.349], [2.428, 0.230, -4.941], [1.425, 3.325, 0.161], [-4.502, 5.270, -3.361], [1.362, 2.334, -2.500], [-0.299, -3.765, 0.937], [0.302, 5.167, 0.338], [4.420, 2.737, 1.654], [-1.519, -6.331, -3.423], [1.508, 1.158, -3.236], [-2.781, -1.436, -0.518], [0.734, -3.648, 5.118], [-5.483, 0.729, -2.214], [0.897, -1.526, 5.068], [-1.062, 3.470, -2.587], [1.003, 0.256, -2.939], [-3.609, 4.362, -2.810], [-3.201, 3.560, -3.419], [-0.699, -2.022, -1.947], [0.402, -0.490, 2.928], [-2.498, 1.205, 0.531], [-3.792, 5.477, -0.687], [-3.238, 0.761, 2.124], [-2.487, 3.069, 0.424], [1.029, 0.932, 4.773], [3.592, 2.286, -5.653], [-3.589, 0.557, -0.745], [-5.113, 7.165, -0.627], [-4.842, -0.472, 3.434], [3.295, 4.567, 1.801], [0.443, 1.810, 2.641], [0.241, 0.608, 2.107], [0.292, -2.866, 3.160], [2.964, 2.297, -4.770], [-5.665, -1.173, 3.484], [0.856, 2.014, 3.953], [2.778, 1.642, 0.186], [1.200, 4.623, 0.608], [2.584, 2.644, 0.550], [1.028, 3.026, 4.298], [-0.665, -3.067, -1.029], [2.310, 1.143, -4.371], [0.778, -0.363, 4.273], [3.339, 4.370, -4.345], [-0.487, -0.773, -1.442], [-1.177, -4.600, -2.812], [-4.799, -0.130, 5.550], [-0.297, 0.228, 0.066], [3.515, 3.261, 1.366], [0.335, 2.447, -1.001], [-6.101, -1.083, -3.181], [0.276, 2.664, 2.007], [-4.355, -2.467, -2.097], [-4.590, 1.325, -1.333], [2.142, 5.242, 1.428], [2.822, 3.470, -4.036], [1.353, 1.056, 5.801], [0.650, -2.750, 4.518], [-6.259, 1.331, -2.671], [1.973, 6.259, 1.761], [-0.953, -2.232, -3.277], [-5.392, -0.626, -2.501], [-0.907, -4.376, -1.483], [-3.467, 3.359, 0.798], [-2.303, 3.526, -0.919], [-0.530, 4.616, -1.385], [-4.357, 0.116, 4.593], [-2.967, 1.530, 5.424], [-4.409, -1.403, -1.898], [-1.742, 3.436, 1.142], [-3.323, 1.043, 4.523], [-0.167, -1.723, 0.973], [-2.764, 1.362, 3.297], [-0.980, 3.624, -1.515], [4.033, 5.061, 2.422], [-1.193, -3.529, -3.709]]}

Record 3
{"formula": "C23H23N7O3PRhS", "method": "ωB97M-V/def2-TZVPD", "homo_lumo_gap_ev": [6.41, 4.37], "multiplicity": 5, "charge": 2, "symbols": ["C", "Rh", "C", "N", "C", "C", "N", "C", "O", "H", "H", "C", "C", "C", "H", "O", "H", "N", "O", "C", "C", "C", "H", "H", "H", "C", "N", "H", "H", "P", "H", "S", "C", "C", "H", "C", "H", "H", "C", "H", "H", "H", "C", "C", "N", "H", "C", "H", "H", "N", "H", "H", "C", "C", "H", "C", "H", "C", "N"], "xyz": [[-13.810, 1.502, 16.167], [-13.658, -0.922, 12.503], [-17.419, 0.966, 15.713], [-15.766, -1.140, 12.549], [-12.505, -3.781, 7.914], [-9.047, -1.067, 15.377], [-19.686, 0.168, 15.301], [-13.396, 0.912, 15.011], [-19.940, 0.821, 16.321], [-12.313, 0.854, 14.801], [-10.583, -1.112, 8.537], [-16.574, -1.865, 11.747], [-11.582, -3.024, 10.029], [-18.619, -1.049, 12.725], [-12.128, -3.953, 6.841], [-20.550, -0.413, 14.568], [-17.783, 1.482, 16.561], [-11.429, -3.052, 8.606], [-11.848, -0.065, 12.458], [-8.796, -0.107, 14.396], [-14.272, -2.869, 9.123], [-10.296, -1.727, 15.375], [-13.227, -1.909, 6.169], [-14.464, -3.805, 9.616], [-10.646, -2.325, 16.189], [-13.543, -1.689, 7.206], [-12.500, -0.949, 7.877], [-10.741, -1.952, 7.028], [-10.625, -2.728, 10.482], [-13.047, -1.950, 10.376], [-14.457, -1.159, 7.286], [-12.591, -2.351, 13.946], [-12.896, -0.527, 9.214], [-18.282, 0.262, 14.880], [-12.900, 1.767, 16.757], [-15.545, 0.337, 14.367], [-13.895, -0.081, 9.217], [-18.464, -2.291, 10.883], [-17.841, -0.350, 13.652], [-12.703, -4.712, 8.416], [-11.831, -4.006, 10.404], [-16.125, -2.759, 11.222], [-11.267, -1.747, 7.998], [-11.127, -1.533, 14.241], [-14.250, 0.330, 14.114], [-15.412, 2.127, 17.343], [-16.025, 1.004, 15.500], [-19.671, -1.132, 12.831], [-8.440, -1.336, 16.263], [-10.908, -0.430, 13.464], [-15.245, -2.321, 9.198], [-7.775, 0.247, 14.236], [-15.125, 1.575, 16.438], [-16.402, -0.403, 13.471], [-12.205, 0.157, 9.720], [-17.941, -1.801, 11.699], [-9.687, 1.045, 12.806], [-9.748, 0.244, 13.486], [-13.789, -3.004, 7.788]]}

Record 4
{"formula": "C25H27IN6O3PdS3", "method": "ωB97M-V/def2-TZVPD", "homo_lumo_gap_ev": 7.79, "symbols": ["C", "H", "I", "C", "H", "H", "C", "H", "C", "H", "H", "O", "C", "H", "S", "H", "C", "N", "C", "C", "N", "H", "H", "C", "C", "S", "H", "H", "N", "H", "H", "C", "C", "H", "N", "C", "C", "H", "H", "C", "S", "N", "H", "N", "H", "H", "H", "C", "Pd", "C", "H", "C", "O", "H", "H", "C", "H", "C", "C", "C", "H", "O", "C", "C", "C", "H"], "xyz": [[0.150, -3.273, -3.366], [-4.710, -3.988, 5.669], [3.271, 4.859, -1.803], [1.464, 2.804, -0.346], [-1.156, 5.569, 3.129], [-0.596, -2.581, -3.751], [-2.604, -1.411, 3.698], [-3.089, -0.048, 5.259], [0.412, 3.591, -4.533], [1.331, 3.740, -6.467], [4.612, 1.946, -0.549], [-1.427, -0.718, 1.755], [1.919, -4.662, -0.935], [-1.774, -2.388, 1.635], [0.467, 3.916, 2.500], [0.603, 4.540, 5.416], [0.514, -1.668, -1.588], [1.504, 1.632, 0.269], [-0.201, 5.240, 3.538], [-0.053, 0.502, -2.404], [-1.434, 0.676, 3.583], [-0.186, -4.852, -1.375], [2.261, -5.049, -1.895], [0.322, 1.383, -3.569], [-3.979, -1.967, 5.611], [-1.207, 3.078, 4.810], [-0.981, 5.328, 5.555], [2.619, -3.897, -0.600], [2.781, 1.228, 0.230], [2.151, -3.938, -3.887], [-4.454, -1.675, 6.538], [-4.120, -3.263, 5.121], [3.561, 2.120, -0.396], [-0.475, 3.120, -2.630], [0.392, -2.961, -1.954], [-3.519, -3.636, 3.937], [-0.494, 2.665, 3.262], [-3.621, -4.637, 3.541], [0.508, 6.066, 3.511], [0.046, 2.743, -3.499], [1.042, -1.402, 0.079], [0.369, -0.768, -2.522], [1.859, -2.215, -4.153], [-0.663, 1.503, 2.752], [0.527, 3.318, -0.464], [-0.275, -4.276, -3.400], [1.147, -0.186, -4.759], [2.745, 3.162, -0.776], [0.008, 0.461, 1.054], [-2.760, -2.718, 3.209], [1.792, 1.315, -6.622], [0.512, -4.088, -1.030], [-2.202, -3.159, 2.063], [2.987, 0.288, 0.533], [1.936, -5.481, -0.215], [-1.774, -0.419, 2.978], [1.172, -3.415, -5.259], [-0.365, 4.678, 4.935], [1.047, 3.080, -5.657], [1.309, 1.719, -5.742], [0.175, -3.768, -0.048], [-0.734, 0.978, -1.494], [1.413, -3.207, -4.215], [-3.223, -1.059, 4.899], [0.949, 0.875, -4.702], [0.199, 4.650, -4.465]]}

no.,E_tot (a.u.)
1,-2887.5823
2,-5414.9843
3,-2348.5417
4,-3143.2943